Record 1
{"formula": "C29H54N5O4SiSr", "method": "the ωB97M-V functional and the def2-TZVPD basis", "elements": ["Sr", "C", "C", "N", "C", "C", "N", "C", "C", "C", "N", "C", "C", "N", "C", "H", "H", "H", "H", "H", "H", "H", "H", "H", "H", "H", "H", "H", "H", "H", "H", "H", "H", "H", "H", "H", "H", "H", "H", "O", "C", "O", "C", "C", "C", "C", "C", "N", "C", "O", "O", "H", "H", "H", "C", "C", "C", "C", "Si", "C", "C", "C", "C", "C", "C", "C", "C", "H", "H", "H", "H", "H", "H", "H", "H", "H", "H", "H", "H", "H", "H", "H", "H", "H", "H", "H", "H", "H", "H", "H", "H", "H", "H", "H"], "xyz": [[-0.2888, -0.7822, 0.0541], [-2.1076, 1.5031, 3.7457], [-2.4481, 2.0958, 2.3727], [-2.6136, 1.0788, 1.3549], [-3.9167, 0.4470, 1.3533], [-4.0422, -0.5435, 0.1937], [-3.2354, -1.7265, 0.3774], [-3.8983, -2.9079, 0.8834], [-3.5675, -3.2079, 2.3528], [-2.1149, -3.6566, 2.5475], [-1.2138, -2.5322, 2.6545], [-1.0696, -2.0132, 3.9947], [0.1228, -1.0571, 4.0661], [-0.0601, 0.1505, 3.2868], [-0.6050, 1.2945, 3.9831], [-2.6070, 0.5432, 3.8415], [-2.4837, 2.1738, 4.5235], [-1.6357, 2.7573, 2.0629], [-3.3667, 2.7094, 2.4691], [-2.4560, 1.4794, 0.4359], [-4.7292, 1.1986, 1.2660], [-4.0544, -0.0814, 2.2977], [-3.7044, -0.0385, -0.7140], [-5.1101, -0.7906, 0.0658], [-2.7808, -1.9318, -0.4982], [-3.6032, -3.7810, 0.2893], [-4.9958, -2.8120, 0.7945], [-4.2421, -3.9995, 2.6981], [-3.7429, -2.3160, 2.9535], [-1.8200, -4.2641, 1.6901], [-2.0580, -4.3107, 3.4426], [-0.2931, -2.8090, 2.3367], [-0.8997, -2.8251, 4.7343], [-1.9885, -1.4958, 4.2880], [0.9866, -1.5916, 3.6628], [0.3273, -0.8248, 5.1301], [0.8121, 0.3792, 2.8364], [-0.0762, 2.1948, 3.6581], [-0.4473, 1.1910, 5.0718], [1.6791, -4.1034, 1.6047], [1.4006, -3.1788, 0.8393], [1.4041, -1.9492, 1.0884], [0.9545, -3.5341, -0.5762], [1.5590, -4.4794, -1.3975], [1.0624, -4.6394, -2.6844], [-0.0083, -3.8659, -3.1071], [-0.5547, -2.9543, -2.2088], [-0.0754, -2.8228, -0.9876], [-1.7065, -1.9932, -2.5261], [-2.5784, -2.3733, -3.3075], [-1.6497, -0.8961, -1.9145], [2.4035, -5.0487, -1.0377], [1.5170, -5.3489, -3.3644], [-0.3986, -3.9302, -4.1117], [4.0620, 1.3101, -2.8580], [3.2351, 0.6134, -1.7724], [2.9272, -0.8059, -2.2591], [4.1293, 0.4245, -0.5447], [1.4871, 1.4968, -1.2700], [1.9497, 3.1551, -0.1752], [3.1312, 3.9987, -0.6590], [0.7224, 4.0625, -0.0741], [2.2521, 2.7093, 1.2564], [0.6360, 2.1529, -2.9870], [0.5868, 1.0112, -4.0041], [1.2984, 3.3588, -3.6582], [-0.8320, 2.4953, -2.7198], [5.0232, 0.8050, -2.9879], [4.2611, 2.3454, -2.5994], [3.5419, 1.2838, -3.8110], [3.8482, -1.3023, -2.5833], [2.2303, -0.8150, -3.0916], [2.4946, -1.3913, -1.4493], [4.9756, -0.2202, -0.7992], [3.5668, -0.0516, 0.2569], [4.5334, 1.3677, -0.1889], [2.9939, 4.3270, -1.6842], [4.0578, 3.4346, -0.6009], [3.2468, 4.8894, -0.0343], [0.5188, 4.5650, -1.0146], [0.8769, 4.8339, 0.6855], [-0.1483, 3.4708, 0.2069], [3.1435, 2.0947, 1.3017], [1.4148, 2.1268, 1.6370], [2.4039, 3.5777, 1.9031], [1.5729, 0.7455, -4.3741], [-0.0178, 1.2979, -4.8686], [0.1221, 0.1369, -3.5542], [2.3475, 3.1727, -3.8603], [1.2242, 4.2429, -3.0326], [0.8067, 3.5860, -4.6074], [-1.3377, 1.6203, -2.3155], [-1.3258, 2.7741, -3.6537], [-0.9435, 3.3213, -2.0247]], "charge": -1, "homo_energy_ev": -3.59, "relative_energy_ev": 1.459}

Record 2
{"formula": "C5H8O", "method": "the ωB97M-V functional and the def2-TZVPD basis", "elements": ["C", "C", "C", "C", "O", "C", "H", "H", "H", "H", "H", "H", "H", "H"], "xyz": [[1.5301, 0.3948, 0.5379], [0.3534, 0.3882, -0.4339], [-0.2694, -1.0017, -0.8163], [-1.5649, -0.5308, -0.1311], [-1.0990, -0.0470, 1.2890], [-0.9956, 0.7802, 0.1865], [1.3186, -0.2235, 1.4153], [1.7440, 1.4121, 0.8886], [2.4361, 0.0092, 0.0582], [0.5737, 0.9906, -1.3165], [0.1612, -1.8964, -0.3637], [-0.2826, -1.1357, -1.9079], [-2.3606, -0.8526, 0.5389], [-1.4662, 1.7547, 0.2128]], "smiles": "C[C@H]1C[C@H]2O[C@@H]12", "charge": 0, "homo_energy_ev": -9.70, "relative_energy_ev": 3.459}

Record 3
{"formula": "C4H16NO3", "method": "the ωB97M-V functional and the def2-TZVPD basis", "elements": ["C", "C", "C", "C", "N", "H", "H", "H", "H", "H", "H", "H", "H", "H", "H", "H", "H", "O", "H", "H", "O", "H", "H", "O"], "xyz": [[-0.1083, 1.1723, -0.2342], [-0.6025, 1.1905, -1.7386], [-1.8673, 0.4837, -2.1434], [-3.0205, 0.6273, -1.5101], [0.3927, -0.2119, 0.1075], [0.8848, 1.7859, -0.0354], [-1.0399, 1.5424, 0.3339], [-0.7926, 2.3174, -1.9548], [0.2451, 0.8284, -2.4600], [-1.7172, -0.0023, -3.1269], [-3.9617, 0.1277, -1.8022], [-3.2164, 0.7523, -0.3836], [0.7247, -0.8766, -0.6739], [1.3368, 0.0269, 0.6374], [-0.1412, -0.6344, 0.8094], [2.6247, -1.6689, 2.4089], [1.1867, -1.3454, 3.0172], [1.6783, -1.6131, 2.2286], [1.3714, 1.9784, 3.3996], [0.2388, 1.1643, 3.7410], [1.1590, 1.0011, 3.4480], [2.2105, -3.1041, -1.0194], [0.8959, -3.0461, -1.7020], [1.5182, -2.4957, -1.3471]], "charge": 1, "homo_energy_ev": -13.17, "relative_energy_ev": 2.708}

Record 4
{"formula": "C26H33N5O3", "method": "the ωB97M-V functional and the def2-TZVPD basis", "elements": ["C", "C", "N", "C", "C", "N", "C", "C", "C", "N", "C", "O", "C", "C", "C", "C", "C", "O", "N", "C", "C", "C", "C", "C", "C", "C", "C", "C", "O", "N", "C", "C", "C", "C", "H", "H", "H", "H", "H", "H", "H", "H", "H", "H", "H", "H", "H", "H", "H", "H", "H", "H", "H", "H", "H", "H", "H", "H", "H", "H", "H", "H", "H", "H", "H", "H", "H"], "xyz": [[0.5612, 3.1663, -0.0263], [1.9052, 3.6234, -0.6051], [2.9449, 2.6216, -0.7085], [3.4739, 2.1413, 0.5483], [4.7650, 1.3766, 0.2657], [4.4839, 0.2280, -0.5782], [5.6643, -0.5859, -0.8313], [6.0564, -1.4723, 0.3524], [5.0288, -2.5676, 0.6326], [3.7355, -2.0154, 0.9548], [2.6347, -2.2918, 0.2233], [2.5946, -3.1489, -0.6381], [1.4394, -1.4591, 0.5722], [1.2383, -0.9124, 1.8430], [0.1378, -0.1208, 2.0846], [-0.7769, 0.1497, 1.0672], [-1.9390, 1.0060, 1.3231], [-2.1756, 1.5191, 2.3963], [-2.7790, 1.2033, 0.2371], [-4.0168, 1.9309, 0.4804], [-5.0381, 1.0219, 1.1843], [-5.1893, -0.2579, 0.4122], [-4.3674, -1.3431, 0.6912], [-4.4305, -2.4922, -0.0769], [-5.3224, -2.5707, -1.1323], [-6.1525, -1.4983, -1.4112], [-6.0831, -0.3486, -0.6462], [-2.6076, 0.6661, -1.0263], [-3.3520, 0.8917, -1.9508], [-1.5014, -0.1314, -1.1835], [-0.5912, -0.4169, -0.1974], [0.5165, -1.2262, -0.4343], [3.8906, 0.6865, -1.8238], [2.6229, 1.4912, -1.5525], [0.6878, 2.7416, 0.9666], [0.0988, 2.4218, -0.6703], [-0.1104, 4.0174, 0.0482], [1.7416, 4.0181, -1.6128], [2.3043, 4.4343, 0.0110], [3.6898, 2.9961, 1.1931], [2.7668, 1.4713, 1.0709], [5.2006, 1.0383, 1.2085], [5.4814, 2.0621, -0.2207], [6.5273, 0.0447, -1.1112], [5.4383, -1.2367, -1.6795], [7.0126, -1.9459, 0.1243], [6.1945, -0.8668, 1.2502], [5.3759, -3.1900, 1.4667], [4.8906, -3.2062, -0.2436], [3.7443, -1.1680, 1.4991], [1.9264, -1.1278, 2.6461], [-0.0434, 0.3141, 3.0560], [-4.3957, 2.2530, -0.4901], [-3.7850, 2.7937, 1.1076], [-4.6835, 0.8160, 2.1954], [-5.9876, 1.5544, 1.2457], [-3.6716, -1.2883, 1.5185], [-3.7797, -3.3252, 0.1480], [-5.3702, -3.4655, -1.7353], [-6.8504, -1.5554, -2.2334], [-6.7227, 0.4910, -0.8758], [-1.3861, -0.5441, -2.0996], [0.6755, -1.6756, -1.4033], [3.6380, -0.1884, -2.4276], [4.5971, 1.3175, -2.3909], [2.2208, 1.8602, -2.4990], [1.8783, 0.8256, -1.0847]], "smiles": "CCN1CCN(CCCNC(=O)c2ccc3c(=O)n(CCc4ccccc4)c(=O)[nH]c3c2)CC1", "charge": 0, "homo_energy_ev": -8.51, "relative_energy_ev": 0.000}

Record 5
{"formula": "C4H13NO2", "method": "the ωB97M-V functional and the def2-TZVPD basis", "elements": ["C", "C", "C", "N", "C", "O", "H", "H", "H", "H", "H", "H", "H", "H", "H", "H", "H", "O", "H", "H"], "xyz": [[-0.8037, 0.2371, -2.0871], [0.3113, 1.0204, -1.4638], [0.5594, 0.2152, -0.2204], [-0.6738, 0.3783, 0.6728], [1.8788, 0.4938, 0.6014], [1.8604, -0.3412, 1.7037], [-0.7595, 0.2097, -3.2190], [-1.8387, 0.5103, -1.8394], [-0.9162, -0.8572, -1.8003], [0.1415, 2.1010, -1.2982], [1.1442, 0.7177, -2.1945], [0.5771, -0.8950, -0.4925], [-1.1360, 1.2421, 0.6908], [-0.6595, 0.2614, 1.6695], [1.7485, 1.4124, 1.2415], [2.7661, 0.3839, -0.0107], [1.6835, -1.3515, 1.5233], [-2.5436, -1.5727, 0.7333], [-1.5336, -1.6023, 0.7096], [-2.7106, -1.2680, -0.1660]], "smiles": "CC[C@H](N)CO.O", "charge": 0, "homo_energy_ev": -9.03, "relative_energy_ev": 2.354}

Record 6
{"formula": "C7H8N2O", "method": "the ωB97M-V functional and the def2-TZVPD basis", "elements": ["C", "C", "C", "C", "N", "C", "N", "C", "C", "O", "H", "H", "H", "H", "H", "H", "H", "H"], "xyz": [[-0.1470, -2.0088, 0.0877], [0.1403, -0.5618, 0.2759], [1.6832, 0.1171, 0.1823], [1.9058, 1.5214, 0.1429], [1.9410, 2.6736, 0.1838], [2.5932, -0.8535, -0.1180], [3.3573, -1.7409, -0.1471], [-0.9574, 0.4601, 0.4665], [-1.1089, 1.3208, -0.8207], [-2.1162, -0.2143, 0.8922], [0.6894, -2.5123, 0.6665], [-1.1100, -2.1887, 0.2732], [-0.0932, -2.3677, -0.9163], [-0.7338, 1.2932, 1.1308], [-2.0233, 1.6691, -0.9302], [-1.0477, 0.7467, -1.6824], [-0.4294, 2.0802, -0.9491], [-2.5435, 0.5659, 1.2620]], "smiles": "CC(=C(C#N)C#N)[C@@H](C)O", "charge": 0, "homo_energy_ev": [-9.10, -9.10], "relative_energy_ev": 4.457}